Arrangement 1

Formula: C5H14NO2
Source: the Open Molecules 2025 dataset
Level of theory: the ωB97M-V functional and the def2-TZVPD basis

Cartesian coordinates (Å):
1 C 0.568 0.157 1.977
2 C 0.480 0.661 0.536
3 C 0.495 -0.616 -0.403
4 C -0.684 -1.523 -0.409
5 N 1.429 1.723 0.305
6 C 0.764 2.481 -0.745
7 O -0.234 -1.273 -3.109
8 H -0.170 -0.644 2.318
9 H 0.408 1.201 2.334
10 H 1.601 -0.034 2.240
11 H -0.588 0.989 0.443
12 H 1.478 -1.088 -0.077
13 H 0.807 -0.262 -1.417
14 H -0.727 -1.831 -1.472
15 H -0.780 -2.399 0.168
16 H -1.590 -0.927 -0.265
17 H 0.403 3.434 -0.334
18 H -0.192 1.888 -1.245
19 H 1.430 2.613 -1.647
20 H 0.380 -1.948 -3.297
21 H -3.014 -1.444 2.281
22 O -2.262 -1.157 1.819

- HOMO-LUMO gap (eV) = 3.7297
- net charge = -1
- 2S+1 = 1

Atom charges from the Mulliken analysis, given in e for atoms 1 to 6: -1.235, 0.294, -0.246, -1.194, -0.489, -0.644

***

Arrangement 2

Formula: C5H14NO2
Source: the Open Molecules 2025 dataset
Level of theory: the ωB97M-V functional and the def2-TZVPD basis

Cartesian coordinates (Å):
1 C 1.078 0.265 1.381
2 O 1.321 1.555 1.460
3 C 0.414 -0.206 0.004
4 C -0.177 1.031 -0.695
5 C -1.374 1.598 0.039
6 C -0.468 0.753 -2.204
7 N -0.486 -1.299 0.267
8 H 2.020 -0.383 1.415
9 H 0.436 -0.213 2.176
10 H 1.267 -0.503 -0.616
11 H 0.692 1.670 -0.791
12 H -1.862 0.839 0.664
13 H -1.095 2.416 0.699
14 H -2.192 1.923 -0.619
15 H -1.509 0.835 -2.540
16 H -0.176 -0.240 -2.570
17 H 0.150 1.422 -2.809
18 H -1.004 -1.687 -0.505
19 H -1.043 -1.230 1.102
20 H 1.743 -2.380 1.782
21 H 0.878 -2.907 0.801
22 O 1.386 -3.260 1.560

- HOMO-LUMO gap (eV) = 6.4843
- net charge = -1
- 2S+1 = 1

Atom charges from the Mulliken analysis, given in e for atoms 1 to 6: -0.368, -0.849, -0.250, 0.799, -1.519, -1.439

***

Arrangement 3

Formula: C5H14NO2
Source: the Open Molecules 2025 dataset
Level of theory: the ωB97M-V functional and the def2-TZVPD basis

Cartesian coordinates (Å):
1 C -0.041 1.892 -1.650
2 C 1.145 2.859 -1.411
3 C -0.102 0.845 -0.497
4 N 0.449 -0.438 -1.022
5 C -0.331 -1.595 -0.584
6 C -0.190 -2.064 0.856
7 O -0.787 -1.216 1.751
8 H 0.122 1.422 -2.626
9 H -1.033 2.403 -1.652
10 H 0.911 3.551 -0.596
11 H 1.376 3.505 -2.263
12 H 1.934 2.214 -1.027
13 H 0.379 1.236 0.406
14 H -1.152 0.695 -0.168
15 H 1.414 -0.408 -0.692
16 H -1.358 -1.301 -0.869
17 H -0.099 -2.369 -1.313
18 H 0.892 -2.174 1.117
19 H -0.724 -3.074 0.862
20 H -0.507 -2.042 4.467
21 H -0.979 -1.799 2.952
22 O -1.319 -2.144 3.958

- HOMO-LUMO gap (eV) = 7.1134
- net charge = -1
- 2S+1 = 1

Atom charges from the Mulliken analysis, given in e for atoms 1 to 6: -0.406, -1.161, -0.721, -0.365, -0.911, -0.226

***

The structure with the most favorable energy is arrangement 3; the runner-up is 2.2 kcal/mol above it.

***

Arrangement 1

Formula: C2H14NO4
Source: the Open Molecules 2025 dataset
Level of theory: the ωB97M-V functional and the def2-TZVPD basis

Cartesian coordinates (Å):
1 C -2.121 0.119 0.918
2 O -2.007 -1.206 1.453
3 C -1.795 0.010 -0.542
4 N -0.532 -0.776 -0.646
5 H -1.300 0.676 1.378
6 H -3.106 0.488 1.176
7 H -2.110 -1.229 2.407
8 H -2.557 -0.543 -1.078
9 H -1.654 0.995 -0.972
10 H 0.254 -0.210 -0.298
11 H -0.277 -1.096 -1.577
12 H -0.581 -1.605 -0.044
13 H 0.609 -3.405 -2.801
14 H -0.462 -2.401 -3.416
15 O -0.196 -2.905 -2.644
16 H 5.106 2.421 0.579
17 H 4.013 3.487 0.763
18 O 4.178 2.540 0.828
19 H 1.999 1.654 0.916
20 H 1.280 1.737 2.216
21 O 1.258 1.247 1.384

- HOMO-LUMO gap (eV) = 11.6787
- net charge = +1
- 2S+1 = 1

Atom charges from the Mulliken analysis, given in e for atoms 1 to 6: -0.266, -0.550, -0.520, -0.218, 0.249, 0.359

***

Arrangement 2

Formula: C2H14NO4
Source: the Open Molecules 2025 dataset
Level of theory: the ωB97M-V functional and the def2-TZVPD basis

Cartesian coordinates (Å):
1 C 1.613 -0.951 -0.576
2 C 2.422 -0.005 -0.974
3 N 0.494 -0.670 0.350
4 H 1.677 -1.997 -0.828
5 H 3.243 -0.134 -1.665
6 H 2.307 1.059 -0.785
7 H 0.416 -1.438 1.035
8 H 0.575 0.221 0.836
9 H -0.417 -0.650 -0.127
10 H 0.470 -1.142 3.662
11 H -0.832 -1.868 3.342
12 O 0.006 -1.598 2.948
13 H -1.158 2.527 1.315
14 H -0.839 2.045 -0.131
15 O -1.160 1.755 0.740
16 H -2.747 -0.924 -1.538
17 H -2.730 0.093 -0.338
18 O -2.187 -0.302 -1.040
19 H -0.719 0.613 -1.944
20 H -0.311 2.003 -2.490
21 O -0.122 1.363 -1.794

- HOMO-LUMO gap (eV) = 11.5307
- net charge = +1
- 2S+1 = 1

Atom charges from the Mulliken analysis, given in e for atoms 1 to 6: 0.004, -0.642, -0.100, 0.357, 0.280, 0.198

***

Arrangement 3

Formula: C2H14NO4
Source: the Open Molecules 2025 dataset
Level of theory: the ωB97M-V functional and the def2-TZVPD basis

Cartesian coordinates (Å):
1 C -0.174 1.394 -1.390
2 C 0.018 0.546 -2.351
3 N -0.667 0.884 -0.102
4 H 0.045 2.439 -1.260
5 H 0.647 0.822 -3.289
6 H -0.109 -0.564 -2.275
7 H -1.185 1.663 0.456
8 H -1.341 0.106 -0.200
9 H 0.054 0.709 0.668
10 H -1.518 3.456 1.511
11 H 0.047 3.376 1.382
12 O -0.785 2.969 1.204
13 H -0.708 -2.083 0.418
14 H -1.686 -2.053 1.687
15 O -0.996 -1.538 1.122
16 H 2.271 -0.375 2.416
17 H 3.051 -0.048 1.028
18 O 2.371 -0.252 1.554
19 H -0.698 -3.749 -1.165
20 H 0.731 -3.658 -1.656
21 O 0.160 -3.412 -0.950

- HOMO-LUMO gap (eV) = 11.7545
- net charge = +1
- 2S+1 = 1

Atom charges from the Mulliken analysis, given in e for atoms 1 to 6: -0.046, -0.549, -0.330, 0.372, 0.246, 0.194

***

The structure with the most favorable energy is arrangement 1; the runner-up is 2.5 kcal/mol above it.

***

Arrangement 1

Formula: C4H6ClNOS
Source: the Open Molecules 2025 dataset
Level of theory: the ωB97M-V functional and the def2-TZVPD basis

Cartesian coordinates (Å):
1 C -2.119 -0.056 -1.093
2 O -0.876 -0.739 -1.078
3 C -0.410 -0.635 0.277
4 N -0.138 0.648 0.683
5 C 1.050 0.974 0.752
6 C 2.097 -0.103 0.535
7 Cl 3.246 0.456 -0.814
8 S 1.282 -1.586 0.292
9 H -2.510 -0.174 -2.171
10 H -1.941 1.007 -0.722
11 H -2.969 -0.502 -0.322
12 H -0.996 -1.032 1.103
13 H 1.527 1.920 1.093
14 H 2.760 -0.177 1.466

- SMILES = CO[C@@H]1N=C[C@H](Cl)S1
- HOMO-LUMO gap (eV) = 9.7549
- 2S+1 = 1

Atom charges from the Mulliken analysis, given in e for atoms 1 to 6: -0.655, -0.281, 0.120, -0.448, -0.299, 0.037

***

Arrangement 2

Formula: C4H6ClNOS
Source: the Open Molecules 2025 dataset
Level of theory: the ωB97M-V functional and the def2-TZVPD basis

Cartesian coordinates (Å):
1 O 2.483 -0.276 0.584
2 C 1.811 -1.009 -0.193
3 N 0.345 -1.268 -0.151
4 C -0.735 -0.255 0.162
5 C -2.022 -0.699 -0.100
6 Cl -3.261 0.376 0.103
7 C -0.251 1.118 0.714
8 S 0.485 2.473 -0.305
9 H 2.237 -1.723 -0.775
10 H 0.132 -1.616 -1.304
11 H -2.250 -1.707 -0.515
12 H 0.446 1.145 1.519
13 H -1.157 1.667 0.748
14 H 1.738 1.773 -0.488

- SMILES = O=CN/C(=C/Cl)CS
- HOMO-LUMO gap (eV) = 9.2631
- 2S+1 = 1

Atom charges from the Mulliken analysis, given in e for atoms 1 to 6: -0.513, -0.050, -0.333, 0.368, -0.117, -0.193

***

The structure with the most favorable energy is arrangement 1; the runner-up is 22.0 kcal/mol above it.

***

Arrangement 1

Formula: C14H22BO3
Source: the Open Molecules 2025 dataset
Level of theory: the ωB97M-V functional and the def2-TZVPD basis

Cartesian coordinates (Å):
1 C 3.064 -1.831 0.482
2 C 1.628 -1.615 -0.009
3 C 0.578 -2.277 0.883
4 O 0.005 -1.409 1.818
5 C -1.353 -1.005 1.530
6 B -1.534 0.176 0.395
7 C -3.006 0.061 -0.350
8 C -2.934 -1.054 -1.395
9 C -2.388 -0.597 -2.708
10 O -2.284 0.517 -3.096
11 O -2.034 -1.628 -3.553
12 C -1.186 1.690 0.988
13 C 0.232 2.051 0.661
14 C 0.536 2.700 -0.544
15 C 1.855 2.983 -0.889
16 C 2.889 2.616 -0.027
17 C 2.603 1.982 1.181
18 C 1.283 1.699 1.524
19 H 3.483 -2.778 0.149
20 H 3.696 -1.048 0.064
21 H 3.116 -1.725 1.563
22 H 1.540 -2.019 -1.021
23 H 1.454 -0.549 -0.080
24 H -0.196 -2.766 0.285
25 H 1.075 -3.082 1.438
26 H -1.722 -0.635 2.489
27 H -1.954 -1.883 1.249
28 H -0.705 -0.058 -0.487
29 H -3.833 -0.123 0.340
30 H -3.188 0.988 -0.892
31 H -3.870 -1.592 -1.554
32 H -2.228 -1.803 -1.019
33 H -1.594 -2.303 -3.025
34 H -1.301 1.738 2.075
35 H -1.843 2.457 0.572
36 H -0.281 2.946 -1.206
37 H 2.057 3.475 -1.829
38 H 3.917 2.826 -0.294
39 H 3.399 1.685 1.850
40 H 1.025 1.191 2.440

- HOMO-LUMO gap (eV) = 7.6357
- net charge = -1
- 2S+1 = 1

Atom charges from the Mulliken analysis, given in e for atoms 1 to 6: -1.562, 0.681, -0.640, -0.350, -0.808, 0.535

***

Arrangement 2

Formula: C14H22BO3
Source: the Open Molecules 2025 dataset
Level of theory: the ωB97M-V functional and the def2-TZVPD basis

Cartesian coordinates (Å):
1 C 3.019 -1.809 0.254
2 C 1.487 -1.624 -0.102
3 C 0.502 -2.237 0.961
4 O -0.022 -1.307 1.896
5 C -1.414 -0.974 1.648
6 B -1.606 0.199 0.492
7 C -3.046 0.064 -0.320
8 C -2.830 -1.091 -1.394
9 C -2.135 -0.597 -2.690
10 O -1.999 0.537 -3.039
11 O -1.619 -1.595 -3.555
12 C -1.287 1.721 1.050
13 C 0.210 2.032 0.690
14 C 0.478 2.679 -0.586
15 C 1.858 2.941 -0.968
16 C 2.904 2.526 -0.047
17 C 2.645 1.905 1.242
18 C 1.265 1.641 1.625
19 H 3.437 -2.785 -0.095
20 H 3.568 -1.014 -0.327
21 H 3.202 -1.585 1.332
22 H 1.298 -2.130 -1.086
23 H 1.340 -0.523 -0.262
24 H -0.335 -2.813 0.466
25 H 1.085 -3.022 1.535
26 H -1.798 -0.531 2.617
27 H -2.046 -1.856 1.343
28 H -0.756 -0.040 -0.341
29 H -3.927 -0.123 0.347
30 H -3.190 1.002 -0.919
31 H -3.757 -1.686 -1.597
32 H -2.106 -1.811 -0.907
33 H -1.111 -2.232 -3.019
34 H -1.404 1.806 2.170
35 H -1.938 2.520 0.604
36 H -0.388 2.930 -1.237
37 H 2.050 3.422 -1.949
38 H 3.963 2.707 -0.339
39 H 3.458 1.590 1.931
40 H 0.950 1.163 2.573

- HOMO-LUMO gap (eV) = 7.6060
- net charge = -1
- 2S+1 = 1

Atom charges from the Mulliken analysis, given in e for atoms 1 to 6: -1.372, 0.626, -0.571, -0.324, -0.692, 0.652

***

The structure with the most favorable energy is arrangement 1; the runner-up is 35.1 kcal/mol above it.

***

Arrangement 1

Formula: C16H18N2O3S
Source: the Open Molecules 2025 dataset
Level of theory: the ωB97M-V functional and the def2-TZVPD basis

Cartesian coordinates (Å):
1 C 0.863 2.726 3.935
2 C 0.872 1.300 4.468
3 C 0.964 0.285 3.353
4 O 0.679 0.481 2.201
5 O 1.406 -0.891 3.816
6 C 1.424 -1.951 2.868
7 C 0.061 -2.093 2.205
8 O -0.983 -2.064 2.850
9 N 0.118 -2.234 0.868
10 C -1.048 -2.242 0.280
11 S -2.581 -2.199 1.109
12 C -3.389 -2.214 -0.439
13 C -2.515 -2.238 -1.455
14 N -1.205 -2.270 -1.049
15 C -0.079 -2.155 -1.955
16 C 0.080 -0.725 -2.409
17 C 0.390 0.262 -1.480
18 C 0.504 1.579 -1.879
19 C 0.317 1.944 -3.208
20 C 0.468 3.372 -3.635
21 C 0.009 0.953 -4.129
22 C -0.115 -0.368 -3.734
23 H 0.071 2.840 3.198
24 H 0.698 3.432 4.744
25 H 1.810 2.958 3.454
26 H 1.697 1.131 5.161
27 H -0.059 1.089 5.002
28 H 1.666 -2.851 3.435
29 H 2.176 -1.765 2.095
30 H -4.457 -2.195 -0.501
31 H -2.728 -2.237 -2.509
32 H -0.247 -2.818 -2.808
33 H 0.804 -2.479 -1.399
34 H 0.538 0.001 -0.442
35 H 0.743 2.335 -1.145
36 H 1.520 3.596 -3.817
37 H 0.113 4.047 -2.860
38 H -0.082 3.566 -4.553
39 H -0.142 1.215 -5.167
40 H -0.358 -1.124 -4.467

- SMILES = CCC(=O)OCC(=O)/N=c1\sccn1Cc1ccc(C)cc1
- HOMO-LUMO gap (eV) = 9.0531
- 2S+1 = 1

Atom charges from the Mulliken analysis, given in e for atoms 1 to 6: -1.113, -0.318, 0.617, -0.548, -0.319, -0.406

***

Arrangement 2

Formula: C16H18N2O3S
Source: the Open Molecules 2025 dataset
Level of theory: the ωB97M-V functional and the def2-TZVPD basis

Cartesian coordinates (Å):
1 C -2.803 -4.118 0.930
2 C -3.362 -2.775 0.488
3 O -2.415 -1.726 0.698
4 C -1.510 -1.523 -0.251
5 O -1.417 -2.148 -1.274
6 C -0.611 -0.382 0.116
7 N 0.659 -0.596 -0.032
8 N 1.553 0.326 0.253
9 C 2.895 -0.073 0.011
10 C 3.940 0.363 0.815
11 C 5.228 -0.062 0.540
12 C 5.477 -0.919 -0.518
13 C 4.428 -1.362 -1.308
14 C 3.138 -0.943 -1.048
15 C 1.236 1.618 0.709
16 O 2.088 2.457 0.913
17 C -0.188 1.834 0.874
18 C -1.100 0.879 0.576
19 S -2.846 1.206 0.716
20 C -3.148 2.079 -0.889
21 C -2.435 3.416 -0.953
22 C -2.809 1.178 -2.063
23 H -3.564 -4.885 0.812
24 H -1.941 -4.380 0.321
25 H -2.500 -4.074 1.973
26 H -3.627 -2.805 -0.574
27 H -4.232 -2.490 1.084
28 H 3.753 1.028 1.642
29 H 6.041 0.279 1.164
30 H 6.485 -1.243 -0.726
31 H 4.615 -2.034 -2.132
32 H 2.310 -1.281 -1.651
33 H -0.480 2.806 1.242
34 H -4.229 2.236 -0.838
35 H -2.768 3.963 -1.834
36 H -2.656 4.013 -0.072
37 H -1.357 3.280 -1.027
38 H -3.304 0.214 -1.969
39 H -3.137 1.644 -2.990
40 H -1.735 1.008 -2.129

- SMILES = CCOC(=O)c1nn(-c2ccccc2)c(=O)cc1SC(C)C
- HOMO-LUMO gap (eV) = 8.3845
- 2S+1 = 1

Atom charges from the Mulliken analysis, given in e for atoms 1 to 6: -1.130, -0.311, -0.180, 0.012, -0.559, 0.522

***

The structure with the most favorable energy is arrangement 1; the runner-up is 26.3 kcal/mol above it.

***

Arrangement 1

Formula: C2H17N2O4
Source: the Open Molecules 2025 dataset
Level of theory: the ωB97M-V functional and the def2-TZVPD basis

Cartesian coordinates (Å):
1 N 0.018 -0.387 0.743
2 C -1.045 -1.185 0.060
3 C -1.415 -0.577 -1.277
4 N -2.519 -1.326 -1.853
5 H 0.609 -0.895 1.415
6 H 0.691 -0.129 0.011
7 H -0.317 0.480 1.167
8 H -0.831 -2.253 0.017
9 H -1.914 -1.241 0.716
10 H -1.698 0.468 -1.117
11 H -0.495 -0.545 -1.866
12 H -3.300 -0.701 -2.017
13 H -2.219 -1.688 -2.752
14 H 0.013 1.030 4.036
15 H -0.540 1.948 2.890
16 O -0.068 1.132 3.086
17 H 0.594 2.197 -0.748
18 H 1.377 3.432 -0.421
19 O 0.622 2.919 -0.112
20 H 2.564 -1.242 2.681
21 H 2.783 -2.175 1.485
22 O 2.417 -1.314 1.727
23 H 2.134 0.958 -3.152
24 H 0.827 0.370 -2.395
25 O 1.711 0.723 -2.324

- HOMO-LUMO gap (eV) = 10.7245
- net charge = +1
- 2S+1 = 1

Atom charges from the Mulliken analysis, given in e for atoms 1 to 6: -0.161, -0.619, -0.253, -0.618, 0.365, 0.261

***

Arrangement 2

Formula: C2H17N2O4
Source: the Open Molecules 2025 dataset
Level of theory: the ωB97M-V functional and the def2-TZVPD basis

Cartesian coordinates (Å):
1 N -1.613 0.109 1.153
2 C -1.697 -0.806 -0.063
3 C -0.450 -0.660 -0.920
4 N -0.743 -1.351 -2.169
5 H -0.982 -0.195 1.936
6 H -1.351 1.057 0.884
7 H -2.554 0.143 1.568
8 H -1.777 -1.877 0.152
9 H -2.606 -0.487 -0.590
10 H -0.277 0.459 -1.016
11 H 0.514 -0.975 -0.492
12 H -0.414 -0.939 -3.015
13 H -0.339 -2.279 -2.117
14 H -1.482 3.660 -0.333
15 H -0.051 3.167 -0.439
16 O -0.937 2.881 -0.177
17 H 2.614 2.252 -1.453
18 H 1.866 1.027 -1.977
19 O 1.966 1.587 -1.197
20 H 0.910 -1.751 2.055
21 H 0.875 -0.759 3.176
22 O 0.284 -1.315 2.650
23 H 3.140 -1.443 1.368
24 H 2.679 -0.481 0.130
25 O 2.424 -1.023 0.885

- HOMO-LUMO gap (eV) = 10.2818
- net charge = +1
- 2S+1 = 1

Atom charges from the Mulliken analysis, given in e for atoms 1 to 6: -0.135, -0.609, 0.275, -0.674, 0.339, 0.216

***

The structure with the most favorable energy is arrangement 2; the runner-up is 8.1 kcal/mol above it.